No. 1
The following is a quantum chemistry calculation of C3H2Cl2O2 as an isolated structure in a non-equilibrium geometry, from OMol25.

Properties
* M: 140.95 g/mol
* relative energy (zero: lowest compared OMol25 entry of this formula, charge and spin): 60.5 kcal/mol
* energy: -1186.29446 hartree
* frontier orbital gap: 9.0 eV
* maximum force: 4.35 eV/A

CARTESIAN COORDINATES (ANGSTROEM)
C 1.36989 -0.51604 0.83950
C 0.28849 0.06950 -0.72701
C -1.14291 0.40009 -0.46426
O 1.17652 -1.59413 1.32036
O 0.86659 -0.02099 -1.78631
Cl -1.95606 -1.09780 0.07762
Cl -1.26235 1.54404 0.95159
H 2.20863 0.24705 1.04257
H -1.54880 0.96827 -1.25406


No. 2
The following is a quantum chemistry calculation of C3H2Cl2O2 as an isolated structure in a non-equilibrium geometry, from OMol25.

Properties
* M: 140.95 g/mol
* relative energy (zero: lowest compared OMol25 entry of this formula, charge and spin): 79.0 kcal/mol
* energy: -1186.10567 hartree
* frontier orbital gap (spin up / spin down): 7.8 / 7.1 eV
* 2S+1: 3
* maximum force: 7.43 eV/A

CARTESIAN COORDINATES (ANGSTROEM)
C -0.19977 -0.18155 -0.48928
C -2.08162 0.46252 0.81824
C -1.38495 -0.54934 1.00450
O -0.44409 -0.53905 -1.60117
O -0.20135 -0.92800 0.66485
Cl -3.61825 1.02781 0.54034
Cl 4.23012 0.18269 0.18285
H 0.29640 0.79381 -0.42340
H 3.40352 -0.26889 -0.69694


No. 3
The following is a quantum chemistry calculation of a 2-piece molecular cluster, C3H2Cl3N overall in a non-equilibrium geometry, from OMol25.

Properties
* M: 158.42 g/mol
* relative energy (zero: lowest compared OMol25 entry of this formula, charge and spin): 0.0 kcal/mol
* energy: -1550.70553 hartree
* frontier orbital gap (spin up / spin down): 9.7 / 7.4 eV
* 2S+1: 3
* maximum force: 1.96 eV/A

CARTESIAN COORDINATES (ANGSTROEM)
C -2.43684 0.29414 1.43806
C -0.12698 -0.21661 0.51218
C -1.39079 0.53249 0.54361
N -3.35902 0.27502 2.14919
Cl -0.45253 -1.89944 0.06387
Cl -3.18585 -0.81730 -1.13739
Cl -1.42637 2.09344 -0.14060
H 0.49811 0.41704 -0.21093
H 0.37879 -0.43019 1.46026


No. 4
The following is a quantum chemistry calculation of one molecule with the formula C3H2ClFS in a non-equilibrium geometry, from OMol25.

Properties
* M: 124.57 g/mol
* relative energy (zero: lowest compared OMol25 entry of this formula, charge and spin): 8.3 kcal/mol
* energy: -1073.69755 hartree
* frontier orbital gap: 7.7 eV
* maximum force: 2.65 eV/A

CARTESIAN COORDINATES (ANGSTROEM)
C -1.16003 0.58626 -0.07982
C 0.15950 0.47089 0.02414
C 0.96610 -0.71221 0.11508
H -1.79683 1.44519 -0.26840
H 0.41905 -1.57525 0.26268
F 0.86614 1.57828 0.03162
S 2.61036 -0.87191 -0.06808
Cl -2.06427 -0.92125 -0.01720


No. 5
The following is a quantum chemistry calculation of one molecule with the formula C3H2ClIO in a non-equilibrium geometry, from OMol25.

Properties
* M: 216.40 g/mol
* relative energy (zero: lowest compared OMol25 entry of this formula, charge and spin): 5.7 kcal/mol
* energy: -948.60262 hartree
* frontier orbital gap: 9.5 eV
* maximum force: 2.70 eV/A

CARTESIAN COORDINATES (ANGSTROEM)
C -0.13029 0.00824 0.46959
C 1.15726 -0.09026 0.20447
C -1.12468 -0.04440 -0.76358
O -0.85663 0.13653 -1.90785
Cl -2.82188 -0.45580 -0.39122
I 2.62699 0.11890 1.64597
H -0.52172 0.49088 1.42567
H 1.67095 -0.16407 -0.68305


No. 6
The following is a quantum chemistry calculation of a 2-piece molecular cluster, C3H2ClNO overall in a non-equilibrium geometry, from OMol25.

Properties
* M: 103.51 g/mol
* relative energy (zero: lowest compared OMol25 entry of this formula, charge and spin): 125.1 kcal/mol
* energy: -705.48468 hartree
* frontier orbital gap: 9.9 eV
* maximum force: 4.21 eV/A

CARTESIAN COORDINATES (ANGSTROEM)
C -0.21802 -0.66229 0.79185
C 0.33395 -0.10300 -0.06803
C -0.81265 2.48893 -1.80748
N 0.09301 2.79045 -1.11862
O 0.87185 2.72064 -0.23645
Cl -1.73751 2.75852 -3.11976
H -0.55928 -0.99173 1.69937
H 0.88104 0.43577 -0.81814


No. 7
The following is a quantum chemistry calculation of one molecule with the formula C3H2ClNO2 in a non-equilibrium geometry, from OMol25.

Properties
* M: 119.51 g/mol
* relative energy (zero: lowest compared OMol25 entry of this formula, charge and spin): 16.3 kcal/mol
* energy: -780.92525 hartree
* frontier orbital gap: 9.6 eV
* maximum force: 1.76 eV/A

CARTESIAN COORDINATES (ANGSTROEM)
C -0.62721 -0.39674 -0.00298
C -0.32691 0.91724 -0.00641
C 1.45958 -0.25880 -0.00127
H -2.53057 -0.36468 0.02664
H -0.88565 1.81431 0.00512
N 0.52901 -1.15079 -0.00500
O -1.80131 -1.04602 -0.00713
O 1.05058 1.01305 -0.00589
Cl 3.13248 -0.52758 -0.00308


No. 8
The following is a quantum chemistry calculation of C3H2CrO3 as an isolated structure in a non-equilibrium geometry, from OMol25.

Properties
* M: 138.04 g/mol
* relative energy (zero: lowest compared OMol25 entry of this formula, charge and spin): 60.1 kcal/mol
* net charge: +2
* energy: -1384.83388 hartree
* frontier orbital gap (spin up / spin down): 7.8 / 7.7 eV
* 2S+1: 5
* maximum force: 6.04 eV/A

CARTESIAN COORDINATES (ANGSTROEM)
O -0.64537 1.20685 -0.31964
C -1.16719 -0.00196 -0.66152
C 0.68593 1.08742 0.04785
O -2.15967 -0.52956 -0.06247
O 0.09944 -1.05715 -0.20666
C 1.10717 -0.17926 0.08262
Cr -1.29355 -1.99153 0.83505
H 1.24407 2.01085 0.15219
H 2.12916 -0.54565 0.13257


No. 9
The following is a quantum chemistry calculation of C3H2CuFO2 as an isolated structure in a non-equilibrium geometry, from OMol25.

Properties
* M: 152.59 g/mol
* relative energy (zero: lowest compared OMol25 entry of this formula, charge and spin): 14.4 kcal/mol
* net charge: +1
* energy: -2005.90199 hartree
* frontier orbital gap (spin up / spin down): 7.8 / 8.6 eV
* 2S+1: 2
* maximum force: 2.57 eV/A

CARTESIAN COORDINATES (ANGSTROEM)
H 0.49691 -2.16451 2.11901
F 1.19060 0.11284 -0.64553
O -0.94556 0.52221 -0.74249
O -0.01458 -1.89272 1.34454
C -0.01359 0.20345 -0.02407
C 0.14377 0.53897 1.89852
C -0.12025 -0.57521 1.26970
H -0.12064 1.18530 2.73133
Cu -0.56278 0.96789 -2.73817


No. 10
The following is a quantum chemistry calculation of C3H2CuO4 as an isolated structure in a non-equilibrium geometry, from OMol25.

Properties
* M: 165.59 g/mol
* energy: -2056.88534 hartree
* frontier orbital gap (spin up / spin down): 8.8 / 6.7 eV
* 2S+1: 2
* maximum force: 4.69 eV/A

CARTESIAN COORDINATES (ANGSTROEM)
O 2.21360 -0.54808 0.43292
C 2.16544 0.51849 -0.15525
O 2.66769 1.23788 -0.93495
O 0.16958 0.75434 0.53711
C -1.00236 0.59585 -0.17160
C -1.61445 -0.60992 -0.13905
O -1.06041 -1.67383 0.45551
Cu 0.48837 -1.01674 1.23415
H -1.44253 1.48735 -0.62466
H -2.58494 -0.74534 -0.63420


No. 11
The following is a quantum chemistry calculation of C3H2DyLiO3 as an isolated structure in a non-equilibrium geometry, from OMol25.

Properties
* M: 255.49 g/mol
* relative energy (zero: lowest compared OMol25 entry of this formula, charge and spin): 0.0 kcal/mol
* net charge: +1
* energy: -1233.51653 hartree
* frontier orbital gap (spin up / spin down): 6.3 / 6.2 eV
* 2S+1: 7
* maximum force: 5.55 eV/A

CARTESIAN COORDINATES (ANGSTROEM)
O 3.88110 0.90724 0.64695
C 3.23485 0.18217 -0.09125
O -1.12790 1.41204 -0.59184
C -2.07405 0.82688 -0.06115
C -1.96696 -0.67686 0.27702
O -0.92870 -1.29811 0.03443
Dy 0.67832 0.12647 -0.51934
H -3.02851 1.27866 0.20886
H -2.86667 -1.09789 0.72591
Li 4.19852 -1.66061 -0.62959


No. 12
The following is a quantum chemistry calculation of a 2-piece molecular cluster, C3H2F2N2 overall in a non-equilibrium geometry, from OMol25.

Properties
* M: 104.06 g/mol
* relative energy (zero: lowest compared OMol25 entry of this formula, charge and spin): 149.0 kcal/mol
* energy: -424.50239 hartree
* frontier orbital gap: 9.2 eV
* maximum force: 3.36 eV/A

CARTESIAN COORDINATES (ANGSTROEM)
C -0.68885 1.99346 0.73633
C -0.48485 1.68938 -0.38954
C -0.56511 -1.51628 -0.45079
N 0.56005 -1.43952 -0.16001
N 1.78749 -1.45722 -0.17473
F -0.23215 1.26308 -1.62403
F -1.63612 -0.94708 -0.02173
H -0.93736 2.51677 1.60097
H 2.19689 -2.10259 0.48352


No. 13
The following is a quantum chemistry calculation of C3H2F2O2 as an isolated structure in a non-equilibrium geometry, from OMol25.

Properties
* M: 108.04 g/mol
* relative energy (zero: lowest compared OMol25 entry of this formula, charge and spin): 46.6 kcal/mol
* energy: -465.65243 hartree
* frontier orbital gap: 10.6 eV
* maximum force: 3.82 eV/A

CARTESIAN COORDINATES (ANGSTROEM)
C -1.18698 0.24033 -0.05560
C 0.05068 -0.71001 -0.38420
C 0.95046 0.33235 0.34349
O -2.34011 -0.01398 -0.07343
O -0.56468 1.31073 0.25382
F 0.17352 -1.94336 0.18112
F 1.93960 1.02601 -0.21248
H -0.03349 -0.69995 -1.51606
H 1.01101 0.45788 1.46334


No. 14
The following is a quantum chemistry calculation of one molecule with the formula C3H2F3NS in a non-equilibrium geometry, from OMol25.

Properties
* M: 141.12 g/mol
* relative energy (zero: lowest compared OMol25 entry of this formula, charge and spin): 0.0 kcal/mol
* energy: -867.95412 hartree
* frontier orbital gap (spin up / spin down): 8.4 / 8.4 eV
* maximum force: 2.42 eV/A

CARTESIAN COORDINATES (ANGSTROEM)
C 1.12147 1.02407 0.00712
C -1.50752 0.38488 -0.03561
C 0.56821 -1.23686 -0.00973
N 1.39960 -0.21563 0.01710
F 2.09655 1.89124 0.04745
F 0.31503 -1.93087 1.09339
F 0.53225 -2.03512 -1.06316
S -0.47525 1.74597 -0.04788
H -2.09293 0.22164 -0.92222
H -1.95739 0.15069 0.91353


No. 15
The following is a quantum chemistry calculation of a 2-piece molecular cluster, C3H2F4O overall in a non-equilibrium geometry, from OMol25.

Properties
* M: 130.04 g/mol
* relative energy (zero: lowest compared OMol25 entry of this formula, charge and spin): 70.5 kcal/mol
* energy: -590.08392 hartree
* frontier orbital gap: 9.8 eV
* maximum force: 5.92 eV/A

CARTESIAN COORDINATES (ANGSTROEM)
C -1.95192 -1.35131 0.14523
C 2.17838 1.02718 0.08219
C -1.94832 -0.01400 0.02280
O 2.99025 1.73434 -0.47036
F -1.76631 -1.98923 1.30161
F 2.57269 -0.25389 0.29932
F -1.89728 0.81989 0.99015
F -2.05778 0.56364 -1.12063
H -2.10278 -1.96979 -0.72408
H 3.98306 1.43318 -0.52623


No. 16
The following is a quantum chemistry calculation of C3H2FHgMgO2 as an isolated structure in a non-equilibrium geometry, from OMol25.

Properties
* M: 313.94 g/mol
* relative energy (zero: lowest compared OMol25 entry of this formula, charge and spin): 113.1 kcal/mol
* net charge: +2
* energy: -718.38095 hartree
* frontier orbital gap (spin up / spin down): 4.8 / 5.0 eV
* 2S+1: 2
* maximum force: 7.30 eV/A

CARTESIAN COORDINATES (ANGSTROEM)
O 0.26264 -0.64447 -0.15110
C 1.19628 0.17105 0.29622
O 2.26556 0.12912 -0.35679
Hg 2.11404 -2.57863 -0.02322
Mg -0.98546 -1.52890 2.01041
C -0.75812 0.72628 -0.83466
C -0.74852 1.28924 0.47196
H -1.76140 0.55841 -1.24261
H -0.19263 1.34740 -1.54105
F -1.39240 0.53049 1.37083


No. 17
The following is a quantum chemistry calculation of C3H2FLiNiO2 as an isolated structure in a non-equilibrium geometry, from OMol25.

Properties
* M: 154.68 g/mol
* relative energy (zero: lowest compared OMol25 entry of this formula, charge and spin): 0.0 kcal/mol
* net charge: +2
* energy: -1880.99163 hartree
* frontier orbital gap (spin up / spin down): 7.9 / 6.0 eV
* 2S+1: 3
* maximum force: 3.85 eV/A

CARTESIAN COORDINATES (ANGSTROEM)
O -1.15809 -1.56527 1.47329
C -0.91460 -0.36358 1.52791
O -1.84504 0.51664 1.34414
Li -3.13505 -1.11754 1.31518
Ni -1.35208 2.28172 1.37546
C 1.60587 -0.53685 1.30634
C 0.49172 0.14973 1.48197
H 2.55513 -0.04440 1.09920
H 1.58312 -1.60560 1.51436
F 0.48853 1.53436 1.32488


No. 18
The following is a quantum chemistry calculation of C3H2FLiO as an isolated structure in a non-equilibrium geometry, from OMol25.

Properties
* M: 79.99 g/mol
* relative energy (zero: lowest compared OMol25 entry of this formula, charge and spin): 3.6 kcal/mol
* energy: -298.00554 hartree
* frontier orbital gap: 6.6 eV
* maximum force: 3.43 eV/A

CARTESIAN COORDINATES (ANGSTROEM)
H 1.42983 1.10720 -0.02435
O -2.81007 0.48451 0.28219
C -1.68127 0.19078 0.15059
C -0.47775 -0.15947 -0.17138
C 0.71566 -0.31833 0.53000
H 0.73918 -0.89622 1.46046
F 1.61464 -0.95036 -0.32845
Li 0.46978 0.54189 -1.89905


No. 19
The following is a quantum chemistry calculation of C3H2FO2Zn as an isolated structure in a non-equilibrium geometry, from OMol25.

Properties
* M: 154.44 g/mol
* relative energy (zero: lowest compared OMol25 entry of this formula, charge and spin): 0.0 kcal/mol
* net charge: +1
* energy: -2144.70734 hartree
* frontier orbital gap (spin up / spin down): 10.2 / 6.2 eV
* maximum force: 5.66 eV/A

CARTESIAN COORDINATES (ANGSTROEM)
F -1.12799 -1.25932 1.00302
O 0.63307 0.06006 -1.15032
O -0.95162 1.45372 -0.35802
C 1.23297 -0.97181 -0.03184
C 0.08905 -0.50315 0.84343
C -0.34372 0.36819 -0.30298
H 0.96208 -1.95365 -0.45659
H 0.30062 -0.03851 1.81297
Zn -0.79447 2.84447 -1.35967


No. 20
The following is a quantum chemistry calculation of a 2-piece molecular cluster, C3H2FO3 overall in a non-equilibrium geometry, from OMol25.

Properties
* M: 105.04 g/mol
* relative energy (zero: lowest compared OMol25 entry of this formula, charge and spin): 66.0 kcal/mol
* net charge: -1
* energy: -441.09022 hartree
* frontier orbital gap: 7.0 eV
* maximum force: 1.28 eV/A

CARTESIAN COORDINATES (ANGSTROEM)
C -1.27680 -0.37510 -0.17615
C -0.13207 0.27760 -0.06365
C 2.61760 -0.38792 -0.03589
O 2.96776 0.42404 -0.78275
O 2.52401 -1.26397 0.71331
O -2.61086 0.08354 0.08772
F -0.33854 1.65155 0.41148
H -1.28261 -1.40601 -0.51442
H -2.46848 0.99629 0.36035